Entry 1:
Below is a structure of composition C9H23GeNO4RuS2Se2Si, with properties calculated with ωB97M-V/def2-TZVPD.

```
! RIJCOSX wB97M-V def2-TZVPD def2/J DEFGRID3
* xyz -1 2
Ru -0.70225 -0.63029 0.97647
O 0.97882 0.56223 1.67212
S 1.62763 -0.81480 1.80958
O 2.98671 -0.80648 2.25777
O 1.39304 -1.38384 0.42897
O 0.65718 -1.57191 2.67619
S 0.70297 0.44472 -3.03186
C -0.28384 0.04152 -1.81735
N -1.07186 -0.24643 -0.98247
C 2.37588 -4.37025 1.01943
Ge 1.78348 -3.95363 -0.77824
C 2.93796 -2.86665 -1.86312
C 1.80562 -5.70519 -1.69200
C -0.11969 -3.52881 -0.93722
Se -1.03057 -3.16338 0.74633
C -2.79723 -3.30704 -0.00728
H 3.06012 -5.21767 0.96046
H 1.52335 -4.64264 1.64339
H 2.87710 -3.52365 1.49502
H 3.95296 -3.26008 -1.77221
H 2.92387 -1.82120 -1.54867
H 2.61890 -2.93444 -2.90320
H 2.81739 -6.12308 -1.71547
H 1.46073 -5.60167 -2.72584
H 1.15415 -6.42276 -1.18267
H -0.62412 -4.38818 -1.37592
H -0.27619 -2.64074 -1.55052
H -2.94377 -4.31641 -0.38683
H -2.86246 -2.57615 -0.80957
H -3.51618 -3.07678 0.77472
C -5.80916 -1.05830 1.03088
Si -4.52990 0.14115 0.41420
C -5.18885 1.86488 0.56640
C -4.10873 -0.17817 -1.35022
Se -2.79474 0.01523 1.88119
H -6.82206 -0.69569 0.82270
H -5.70726 -1.18878 2.11026
H -5.69117 -2.03788 0.55815
H -6.18248 1.94757 0.11101
H -4.51355 2.56311 0.06442
H -5.26190 2.16476 1.61541
H -5.00259 -0.07142 -1.97962
H -3.69869 -1.17773 -1.50320
H -3.34824 0.53006 -1.67936
*
```

Its expectation value of S² is 0.761. The calculation puts the energy above the lowest of the compared OMol25 structures with the same formula, charge and spin at 29.9 kcal/mol. For the gap between HOMO and LUMO (spin up / spin down), the calculation gives 7.33 / 6.95 eV. As for the energy: -238728.826 eV.

Entry 2:
Below is a cluster of 3 separate species, C37H64N3O5 in total, with properties calculated with ωB97M-V/def2-TZVPD.

```
! RIJCOSX wB97M-V def2-TZVPD def2/J DEFGRID3
* xyz 1 3
C -2.13100 0.16569 1.95127
C -1.99998 -0.01538 0.29479
C -3.31180 -0.83040 -0.25136
C -4.21824 -0.00501 -1.38401
C -5.81617 0.03834 -1.03693
C -6.79517 -0.72042 -2.10639
C -7.78231 -1.87033 -1.39879
O -7.85269 -3.05282 -2.31975
C -7.30094 -4.25300 -1.67135
C -7.89592 -4.96502 -0.30580
O -6.23823 -4.86950 -2.25696
N -3.72066 -0.60561 -2.67799
C -3.12188 -1.87009 -2.60369
C -3.14431 -2.26861 -1.01626
O -4.48832 -2.88643 -0.75813
C -2.15013 -3.42429 -0.42518
C -0.64410 -3.45973 -1.06035
C 0.15760 -2.23107 -1.78816
C 1.72404 -2.36834 -2.35958
C 2.49936 -3.80371 -2.18769
C 1.72986 -5.08375 -1.51271
C 0.17914 -4.91057 -0.95856
C -0.51573 -6.26334 -0.29362
H -1.13036 0.63212 2.39946
H -2.26160 -0.92855 2.39776
H -3.07155 0.84399 2.11509
H -1.93391 1.07171 -0.17150
H -0.97158 -0.54540 0.12263
H -3.94137 -1.01372 0.71898
H -3.94376 1.14956 -1.43595
H -5.94903 -0.53449 0.00197
H -6.17124 1.14010 -0.85230
H -7.47150 0.11374 -2.60256
H -6.25325 -1.27579 -2.98181
H -8.86715 -1.40509 -1.40734
H -7.43653 -2.16912 -0.32220
H -8.03844 -4.20713 0.58632
H -8.93092 -5.49800 -0.45910
H -7.10056 -5.76200 0.06091
H -3.86347 -0.01281 -3.54770
H -2.70001 -2.51019 -3.50940
H -4.41042 -3.14468 0.22748
H -2.05081 -3.30716 0.73923
H -2.68965 -4.46471 -0.61861
H -0.35584 -1.18414 -1.90285
H 2.28655 -1.45415 -2.85226
H 3.62808 -3.97977 -2.53485
H 2.28335 -6.11212 -1.39118
H -1.40169 -5.97838 0.41568
H -0.86717 -7.04221 -1.12356
H 0.31865 -6.80562 0.32188
C 7.12034 -0.21829 2.39771
C 6.38167 -1.57469 2.21353
C 6.82195 -2.21961 0.87204
C 6.23245 -1.52146 -0.35075
C 4.71537 -1.40764 -0.24319
C 4.22779 -0.78109 1.09089
N 4.89560 -1.37370 2.29556
O 4.30994 -2.63223 2.52713
C 4.45763 0.75286 1.07172
C 2.66763 -0.90895 1.13848
C 6.92981 -2.44663 3.39101
H 8.14752 -0.36512 2.75457
H 7.22054 0.35151 1.47356
H 6.61779 0.40970 3.14366
H 6.52158 -3.27561 0.84737
H 7.91663 -2.21433 0.79084
H 6.67790 -0.52941 -0.48149
H 6.49073 -2.08837 -1.25277
H 4.34195 -0.82300 -1.09339
H 4.28992 -2.41434 -0.35680
H 4.22661 1.19667 2.04754
H 3.80735 1.24128 0.33592
H 5.46967 1.04275 0.79506
H 2.32581 -1.94398 1.02559
H 2.20028 -0.34379 0.32205
H 2.26705 -0.51508 2.08047
H 6.66045 -2.01009 4.36069
H 8.02351 -2.51602 3.35332
H 6.56321 -3.47850 3.36473
C -1.23634 5.92395 -1.24060
C -1.04297 5.21697 0.13133
C -0.92178 6.28898 1.24733
C 0.41561 7.02465 1.22925
C 1.58447 6.04515 1.24961
C 1.49753 4.94425 0.15850
N 0.14559 4.30025 0.08180
O 0.03946 3.40987 1.16646
C 1.86892 5.53850 -1.22538
C 2.64575 3.91319 0.42538
C -2.38598 4.43944 0.32879
H -2.27410 6.25146 -1.38136
H -0.63671 6.82765 -1.35266
H -1.00756 5.24641 -2.07244
H -1.04694 5.82030 2.23253
H -1.73251 7.02340 1.15634
H 0.48518 7.67847 0.35326
H 0.47960 7.68412 2.10260
H 2.52088 6.60746 1.14457
H 1.62023 5.57899 2.24398
H 1.70216 4.80636 -2.02457
H 2.92848 5.81896 -1.26418
H 1.32392 6.44714 -1.47470
H 2.60586 3.48982 1.43536
H 3.63118 4.38734 0.33332
H 2.61120 3.08733 -0.29552
H -2.52221 3.68615 -0.45694
H -3.24473 5.11993 0.28529
H -2.45011 3.93811 1.30059
*
```

Its expectation value of S² is 2.010. For the gap between HOMO and LUMO (spin up / spin down), the calculation gives 5.81 / 5.97 eV. As for the energy: -54089.206 eV.

Entry 3:
Below is a cluster of 8 separate species, C48H54BCl2N3O29 in total, with properties calculated with ωB97M-V/def2-TZVPD.

```
! RIJCOSX wB97M-V def2-TZVPD def2/J DEFGRID3
* xyz 0 1
C 7.02451 -2.24696 -0.57758
B 5.74418 -1.24503 -0.87726
O 4.94069 -1.32256 -2.14854
C 5.19272 -0.08841 0.20567
C 5.94553 1.39342 0.39483
C 7.30674 1.66241 -0.53826
O 8.41137 0.99475 0.18746
N 9.52108 1.75578 0.20760
O 9.95664 1.88107 1.35506
C 5.35433 2.54765 1.45158
C 6.14891 3.97845 1.52675
O 6.09811 4.66034 2.82822
C 5.38660 5.96972 2.71909
C 5.83710 7.19102 1.70202
O 4.31466 6.23507 3.51058
C 4.00017 2.13063 2.27589
C 3.28344 3.18701 3.31057
Cl 1.83647 4.23083 2.76477
C 3.86803 3.24294 4.70998
C 3.29327 4.27489 5.85092
Cl 5.31256 2.13746 5.21512
C 3.23324 0.65851 2.10255
C 3.83965 -0.48318 1.04112
C 2.97727 -1.87171 0.92169
O 3.45900 -3.11548 0.87810
C 1.31453 -1.68721 0.91032
C 0.31073 -2.52462 -0.09083
C -1.32036 -2.21098 0.00972
C -2.43534 -2.95908 -0.98637
C -2.94861 -1.85785 -2.13558
C -1.83083 -0.69145 -2.44975
C -2.08932 0.14623 -3.83921
N -3.40793 0.88618 -3.80275
C -1.97288 -1.13511 1.10112
O -3.43636 -0.88242 1.20623
C -3.94452 -1.78476 2.27979
N -4.37972 -2.78310 3.01117
C -0.90426 -0.32802 2.07724
C 0.71619 -0.56022 1.99200
C 1.82833 0.27185 2.92474
O 1.64344 0.56766 4.21443
H 6.92109 -2.67219 0.53329
H 8.01695 -1.61981 -0.60450
H 7.08286 -3.11358 -1.37733
H 5.35107 -1.98226 -2.78085
H 7.56156 2.81990 -0.63072
H 7.17141 1.28532 -1.65072
H 7.30351 3.76021 1.31687
H 5.77835 4.62379 0.61512
H 5.76345 8.25011 2.24624
H 5.00512 7.23993 0.84716
H 6.90996 7.03882 1.22398
H 2.47077 3.73152 6.48294
H 4.20400 4.51494 6.58295
H 2.81013 5.24288 5.40110
H 0.72613 -3.31414 -0.88407
H -3.34697 -3.38066 -0.38599
H -1.82690 -3.76424 -1.58411
H -4.00364 -1.40278 -1.81400
H -3.15357 -2.50596 -3.11655
H -1.76706 0.09100 -1.55840
H -0.72848 -1.13930 -2.53896
H -1.23150 0.96756 -3.89364
H -1.99001 -0.48736 -4.82229
H -3.43063 1.48661 -4.66907
H -3.38227 1.50654 -2.95837
H -1.32603 0.45330 2.86911
C 7.71286 12.72474 2.43565
C 8.03073 11.50476 3.23788
O 6.91046 10.66908 3.01709
C 6.35088 11.05959 1.83471
O 5.46969 10.44764 1.25444
O 6.90655 12.22305 1.38631
H 8.61003 13.20732 2.03837
H 7.13500 13.46060 3.00457
H 8.93023 10.99221 2.88083
H 8.14634 11.72532 4.30261
C -1.95290 -6.79715 -5.26835
C -3.11398 -6.57738 -4.35369
O -2.51738 -6.01765 -3.19919
C -1.34192 -5.44820 -3.59627
O -0.65198 -4.73014 -2.89194
O -1.04011 -5.78622 -4.88395
H -2.22684 -6.69196 -6.32169
H -1.48174 -7.77426 -5.11882
H -3.83703 -5.86239 -4.76024
H -3.63334 -7.50814 -4.10951
C -4.12188 -9.82088 -0.49449
C -3.05986 -10.00926 -1.52871
O -3.77110 -9.90798 -2.74772
C -4.90073 -9.18629 -2.48937
O -5.65928 -8.76411 -3.34614
O -5.06995 -8.99802 -1.14796
H -3.74254 -9.33383 0.40801
H -4.60485 -10.76292 -0.21452
H -2.29996 -9.22136 -1.49602
H -2.56707 -10.98194 -1.44674
C -8.30194 -6.97194 -0.63797
C -7.72773 -6.29512 -1.84012
O -8.86939 -5.78715 -2.50397
C -9.84872 -5.65225 -1.56250
O -10.91114 -5.08337 -1.75048
O -9.48366 -6.23585 -0.38368
H -7.62866 -6.93372 0.22277
H -8.57066 -8.01526 -0.83380
H -7.07120 -5.45943 -1.57576
H -7.17973 -6.98728 -2.48531
C 0.97015 2.78570 -6.99235
C 0.97908 3.45975 -5.65872
O 0.45765 2.47121 -4.79095
C 0.68564 1.26268 -5.38352
O 0.51815 0.18517 -4.83707
O 1.12619 1.41739 -6.66627
H 1.78553 3.12613 -7.63647
H 0.02021 2.91698 -7.52099
H 1.99012 3.72182 -5.32945
H 0.35591 4.35812 -5.64234
C 3.99219 9.37611 6.17551
C 4.43819 7.95327 6.07750
O 4.11356 7.42220 7.34821
C 3.11615 8.20076 7.86074
O 2.47953 7.93131 8.86562
O 2.92368 9.31898 7.10178
H 3.65187 9.77294 5.21512
H 4.77216 10.03231 6.57568
H 3.89064 7.39535 5.31055
H 5.51065 7.86582 5.88295
C -13.32203 -6.22215 0.63397
C -13.96455 -5.60103 -0.56368
O -14.92926 -6.56128 -0.95017
C -15.21894 -7.30174 0.15954
O -16.13223 -8.10702 0.23107
O -14.35430 -7.02277 1.17838
H -12.98594 -5.47665 1.35986
H -12.47753 -6.86668 0.36852
H -14.47572 -4.66254 -0.32442
H -13.25088 -5.42090 -1.37232
*
```

The structure (SMILES) is CB(O)c1c(CON=O)c(COC(C)=O)c(/C(Cl)=C(/C)Cl)c2c1C(=O)c1cc(CCCCN)c(OC#N)cc1C2=O.O=C1OCCO1.O=C1OCCO1.O=C1OCCO1.O=C1OCCO1.O=C1OCCO1.O=C1OCCO1.O=C1OCCO1. For the gap between HOMO and LUMO, the calculation gives 7.02 eV. As for the energy: -140189.622 eV.

Entry 4:
Below is a structure of composition F10N5Na2O20S10, with properties calculated with ωB97M-V/def2-TZVPD.

```
! RIJCOSX wB97M-V def2-TZVPD def2/J DEFGRID3
* xyz -3 1
Na 2.41108 -3.83947 -3.35303
Na 0.36925 -1.16209 -0.87255
N 2.80346 0.24969 6.43051
S 1.74494 -0.63607 5.39114
O 1.80968 -2.08736 5.62785
O 1.39088 -0.30967 3.99935
F 0.37898 -0.21211 6.19140
S 3.63936 0.89505 5.39546
O 3.07671 2.02180 4.67348
O 4.62254 0.05692 4.79949
F 4.52321 1.68738 6.49417
N -1.76847 3.53615 -3.66538
S -0.90368 2.57121 -4.64680
O -0.61157 1.24367 -4.14489
O -0.06697 3.16655 -5.68534
F -2.09720 2.31730 -5.64605
S -0.61906 3.85116 -2.75810
O 0.24902 4.95553 -3.20170
O 0.07391 2.78613 -2.02467
F -1.57612 4.46361 -1.58111
N 4.15572 -0.54193 -2.38583
S 5.09963 0.16096 -1.18110
O 4.87568 1.59706 -0.93066
O 6.51436 -0.21991 -1.09033
F 4.46706 -0.63360 0.09176
S 4.71711 0.33316 -3.45748
O 6.00509 -0.07091 -3.99555
O 4.33497 1.74643 -3.50705
F 3.73578 -0.26322 -4.47292
N -5.74575 1.99885 0.96500
S -4.60594 1.58019 2.12966
O -5.15620 0.74590 3.16635
O -3.47938 2.48383 2.32929
F -3.76092 0.48377 1.26840
S -6.43035 3.06984 1.74520
O -5.83015 4.42855 1.50341
O -7.00206 2.81795 3.06167
F -7.73098 3.22781 0.82478
N -0.64709 -4.85775 -1.09668
S -1.03079 -5.67042 0.17826
O -0.49187 -7.02001 0.11974
O -2.23002 -5.47537 0.90334
F -0.02291 -4.94056 1.17983
S -2.09597 -5.15125 -1.83641
O -3.07954 -4.15070 -1.52866
O -2.46110 -6.55419 -2.15302
F -1.55443 -4.67971 -3.25419
*
```

The calculation puts the energy above the lowest of the compared OMol25 structures with the same formula, charge and spin at 208.0 kcal/mol. For the gap between HOMO and LUMO, the calculation gives 4.42 eV. As for the energy: -192754.315 eV.

Entry 5:
Below is a structure of composition C3H2CuO3, with properties calculated with ωB97M-V/def2-TZVPD.

```
! RIJCOSX wB97M-V def2-TZVPD def2/J DEFGRID3
* xyz 1 1
H 1.26341 -2.04573 0.08432
C 0.39194 -1.36748 0.07452
C -0.13499 -0.99121 -1.09403
O -0.47376 0.34803 -0.98962
C -0.18787 0.73868 0.24839
O 0.41904 -0.25803 0.89550
O -0.38242 1.84471 0.69138
Cu -0.37067 3.27088 2.03321
H -0.52467 -1.53986 -1.94367
*
```

The calculation puts the energy above the lowest of the compared OMol25 structures with the same formula, charge and spin at 0.0 kcal/mol. For the gap between HOMO and LUMO, the calculation gives 8.26 eV. As for the energy: -53916.726 eV.

energy of number 2 (C37H64N3O5)? -54089.206 eV

The highest energy belongs to which entry? C3H2CuO3

The lowest energy belongs to which entry? C9H23GeNO4RuS2Se2Si